No. 1
ORCA calculation (wB97M-V/def2-TZVPD) on C4H8N2O2 in the gas phase.

Last column: natural (NBO) charge in e.
CARTESIAN COORDINATES (ANGSTROEM)
1 O 1.565 -1.349 -0.132  -0.6695
2 O 3.469 -0.194 0.138  -0.6862
3 N -1.346 -0.494 -0.646  -0.4557
4 N -0.995 0.820 -0.271  -0.4046
5 C 0.194 1.415 -0.076  0.1074
6 C 1.498 1.021 0.034  -0.5255
7 C -2.372 -1.031 0.229  -0.4191
8 C 2.127 -0.272 0.000  0.7595
9 H -3.286 -0.441 0.112  0.1855
10 H 3.845 -1.087 0.136  0.4947
11 H 2.204 1.822 0.193  0.2274
12 H -0.490 -1.060 -0.593  0.4024
13 H -1.790 1.440 -0.344  0.3836
14 H 0.052 2.487 0.017  0.2058
15 H -2.094 -1.029 1.291  0.1798
16 H -2.579 -2.048 -0.089  0.2145

## Properties
- total energy (a.u.) = -417.1714
- strongest force on any atom (eV/A) = 1.11
- HOMO-LUMO gap (eV) = 8.7
- ΔE to the lowest compared entry with this formula, charge and spin (eV) = 2.300
- LUMO (eV) = 0.771



No. 2
ORCA calculation (wB97M-V/def2-TZVPD) on a molecular structure, C9H25F2NaO4S3.

Last column: natural (NBO) charge in e.
CARTESIAN COORDINATES (ANGSTROEM)
1 S -12.093 -20.584 -4.534  1.2368
2 S -14.476 -26.208 -10.679  1.1443
3 S -4.555 -20.329 -5.956  1.1288
4 Na -10.595 -20.835 -9.639  0.9786
5 F -13.854 -20.014 -10.929  -0.9934
6 F -8.813 -18.414 -11.613  -0.9920
7 O -3.466 -20.454 -4.862  -0.9672
8 O -13.673 -27.411 -10.091  -0.9857
9 O -7.408 -24.147 -11.026  -0.9642
10 O -11.956 -21.668 -5.550  -0.9745
11 C -3.898 -20.753 -7.659  -0.7891
12 C -12.934 -25.088 -10.835  -0.7474
13 C -13.950 -20.304 -4.377  -0.8116
14 C -5.387 -25.015 -11.933  -0.6211
15 C -15.173 -25.289 -9.269  -0.8111
16 C -11.840 -21.385 -2.928  -0.8383
17 C -5.992 -21.386 -5.722  -0.8145
18 C -6.979 -26.552 -10.912  -0.6375
19 C -6.455 -25.124 -10.865  0.0975
20 H -10.863 -21.868 -2.950  0.2449
21 H -14.370 -20.127 -5.367  0.2553
22 H -15.635 -24.406 -9.710  0.2379
23 H -7.575 -26.872 -10.056  0.1795
24 H -3.083 -20.058 -7.861  0.2334
25 H -5.001 -23.997 -11.994  0.1967
26 H -6.336 -27.430 -10.966  0.1613
27 H -3.504 -21.764 -7.553  0.2239
28 H -16.014 -25.908 -8.955  0.2175
29 H -12.629 -24.782 -9.835  0.2221
30 H -14.509 -25.035 -8.443  0.2393
31 H -12.153 -25.616 -11.382  0.2508
32 H -6.010 -25.065 -9.872  0.0697
33 H -6.740 -21.195 -6.492  0.2536
34 H -14.227 -19.477 -3.724  0.2179
35 H -7.679 -26.705 -11.733  0.1883
36 H -5.657 -22.422 -5.768  0.2303
37 H -12.472 -22.264 -2.805  0.2293
38 H -5.712 -25.218 -12.954  0.1828
39 H -4.549 -25.685 -11.741  0.1532
40 H -13.157 -24.152 -11.347  0.2311
41 H -4.579 -20.593 -8.494  0.2648
42 H -11.969 -20.665 -2.119  0.2236
43 H -14.410 -21.226 -4.021  0.2190
44 H -6.441 -21.075 -4.779  0.2352

## Properties
- total energy (a.u.) = -2215.2242
- strongest force on any atom (eV/A) = 5.01
- HOMO-LUMO gap (eV) = 4.1
- ΔE to the lowest compared entry with this formula, charge and spin (eV) = 5.162
- net charge = -2
- LUMO (eV) = 3.090



No. 3
ORCA calculation (wB97M-V/def2-TZVPD) on a molecular structure, C19H14BrF5MgNO.

Last column: natural (NBO) charge in e.
CARTESIAN COORDINATES (ANGSTROEM)
1 Br 3.273 0.720 -0.360  0.0854
2 Mg 0.941 -0.086 0.916  1.7890
3 F -0.690 -3.126 -4.552  -0.2822
4 F -2.129 -5.233 -0.595  -0.2819
5 F 0.534 -1.220 -3.101  -0.3161
6 F -0.912 -3.332 0.866  -0.3235
7 F -2.035 -5.160 -3.325  -0.2779
8 O 0.460 -1.295 -0.364  -1.0244
9 N 0.721 1.696 -0.275  -0.6235
10 C 1.823 -1.216 3.023  -0.2039
11 C 0.299 1.106 3.112  -0.2696
12 C -1.593 3.914 -2.243  -0.6404
13 C -0.136 -2.226 -1.073  0.2177
14 C 1.690 1.183 3.175  -0.2206
15 C -1.470 -4.258 -1.220  0.2831
16 C -0.835 -3.276 -0.482  0.2527
17 C 1.942 2.495 -2.175  -0.2516
18 C 2.457 0.022 3.135  -0.2640
19 C -1.426 -4.221 -2.604  0.2551
20 C 0.820 3.207 -2.573  -0.1114
21 C -0.356 3.169 -1.830  -0.0192
22 C -1.856 -0.223 2.977  -0.6478
23 C -0.741 -3.188 -3.223  0.2710
24 C -0.350 2.388 -0.684  0.0634
25 C 1.816 1.765 -1.016  0.1689
26 C 0.431 -1.289 2.963  -0.2923
27 C -0.114 -2.213 -2.468  0.3019
28 C -0.357 -0.130 3.018  -0.0651
29 H 0.859 3.798 -3.480  0.2420
30 H -2.405 3.218 -2.458  0.2425
31 H -2.180 -1.072 2.376  0.2471
32 H -2.303 0.684 2.571  0.2256
33 H -1.408 4.501 -3.140  0.2356
34 H 2.171 2.148 3.251  0.2515
35 H -0.289 2.015 3.138  0.2472
36 H -0.049 -2.252 2.839  0.2724
37 H -1.234 2.302 -0.063  0.2091
38 H 2.406 -2.125 2.971  0.2499
39 H 2.860 2.503 -2.742  0.2591
40 H 3.536 0.078 3.185  0.2530
41 H -1.928 4.592 -1.459  0.2381
42 H -2.245 -0.360 3.987  0.2546

## Properties
- total energy (a.u.) = -4135.7101
- strongest force on any atom (eV/A) = 0.44
- HOMO-LUMO gap (eV) = 7.4
- ΔE to the lowest compared entry with this formula, charge and spin (eV) = 0.083
- net charge = +1
- LUMO (eV) = -3.253